Record 1
{
  "formula": "C5H13NOS",
  "method": "ωB97M-V/def2-TZVPD",
  "largest_force_ev_per_a": 4.10,
  "orbital_gap_ev": 4.7,
  "multiplicity": 1,
  "e_homo_ev": -6.6,
  "symbols": ["C", "O", "C", "C", "C", "S", "C", "N", "H", "H", "H", "H", "H", "H", "H", "H", "H", "H", "H", "H", "H"],
  "xyz": [[-1.223, -0.569, 1.062], [-2.518, -0.794, 1.584], [-1.419, 0.289, -0.208], [-0.109, 0.687, -0.997], [0.042, 1.513, 0.139], [1.958, -0.996, 0.714], [3.486, -0.317, -0.031], [-2.212, -0.587, -1.136], [-0.717, -1.495, 0.780], [-0.588, -0.063, 1.795], [-2.421, -1.429, 2.300], [-2.205, 1.023, -0.020], [-0.363, 1.191, -1.926], [0.568, -0.165, -1.088], [-0.329, 2.529, 0.100], [0.782, 1.214, 0.886], [4.065, -1.126, -0.475], [4.117, 0.142, 0.730], [3.277, 0.430, -0.803], [-2.514, -0.088, -1.964], [-1.676, -1.390, -1.443]]
}

***

Record 2
{
  "formula": "C5H13NOS",
  "method": "ωB97M-V/def2-TZVPD",
  "largest_force_ev_per_a": 2.00,
  "orbital_gap_ev": [9.8, 4.3],
  "multiplicity": 2,
  "charge": 1,
  "s_squared": 0.75,
  "e_homo_ev": [-12.6, -12.5],
  "symbols": ["C", "C", "C", "C", "S", "N", "C", "O", "H", "H", "H", "H", "H", "H", "H", "H", "H", "H", "H", "H", "H"],
  "xyz": [[1.850, 0.646, 0.044], [0.740, 0.000, -0.843], [0.197, -1.282, -0.103], [-0.493, -0.935, 1.234], [-0.900, -2.371, 2.180], [-0.329, 0.892, -1.068], [-0.311, 1.883, -2.103], [0.310, 3.019, -1.548], [2.327, -0.054, 0.726], [2.660, 0.948, -0.621], [1.523, 1.537, 0.530], [1.194, -0.384, -1.753], [1.020, -1.916, 0.165], [-0.502, -1.800, -0.764], [0.203, -0.356, 1.843], [-1.397, -0.331, 1.103], [-2.057, -2.677, 1.564], [-0.695, 1.245, -0.188], [-1.337, 2.081, -2.411], [0.252, 1.512, -2.954], [0.318, 3.750, -2.182]]
}

***

Energy above the lowest of the compared OMol25 structures with the same formula, charge and spin values (in kcal per mole) by entry order: 137.8; 25.0.